No. 1
This record from OMol25 describes an isolated ion of composition C3H6NO2 and charge -1 at a distorted geometry. The level of theory is ωB97M-V/def2-TZVPD.

Structure (XYZ):
```
12
Properties=species:S:1:pos:R:3:forces:R:3
O -0.737 1.918 1.403 0.1 1.0 0.4
O -2.447 0.371 1.367 1.1 1.6 0.0
N 1.422 -0.973 -0.939 1.4 3.7 1.3
C 0.828 0.038 0.070 0.7 1.3 -2.0
C -1.368 0.956 0.987 -1.7 -3.7 -0.8
C -0.681 0.118 -0.187 1.4 2.6 -0.2
H 1.122 -0.301 1.070 -0.4 0.1 -0.1
H 0.827 -1.202 -1.663 -1.8 0.2 -1.9
H 1.210 1.160 -0.041 -0.1 -2.6 0.0
H -0.846 0.637 -1.194 0.3 -0.5 1.2
H -0.905 -0.893 -0.334 -1.6 -1.5 0.3
H 1.576 -1.830 -0.540 0.7 -2.3 1.8
```
Positions in Å, forces in eV/Å.

Properties
Total charge ... -1
E_HOMO ... -0.134 hartree

natural (NBO) atomic charges, in units of e: O -0.759; O -0.808; N -0.866; C -0.208; C 0.778; C -0.531; H 0.181; H 0.335; H 0.193; H 0.175; H 0.179; H 0.332

=====

No. 2
This record from OMol25 describes an isolated ion of composition C3H6NO2 and charge -1 at a distorted geometry. The level of theory is ωB97M-V/def2-TZVPD.

Structure (XYZ):
```
12
Properties=species:S:1:pos:R:3:forces:R:3
O 2.213 -0.656 0.907 -1.1 1.3 0.8
O -0.448 0.200 -1.940 -0.5 -0.7 2.5
N -1.262 -0.060 0.626 2.1 1.0 -0.6
C 1.153 -0.225 0.448 1.1 -1.0 -0.2
C 0.034 0.630 1.003 0.3 -1.0 1.1
C -1.404 0.109 -0.940 -0.7 0.1 -2.3
H -2.063 -0.837 -1.150 0.2 1.6 0.3
H 0.303 0.732 2.089 -1.0 0.1 -0.6
H 0.028 1.617 0.523 0.0 -0.2 0.0
H 0.863 -0.604 -0.495 -0.4 -0.3 -1.6
H -1.894 1.125 -0.962 -0.7 -0.9 0.2
H -1.229 -1.057 0.812 0.5 0.0 0.2
```
Positions in Å, forces in eV/Å.

Properties
Total charge ... -1
E_HOMO ... -0.104 hartree

natural (NBO) atomic charges, in units of e: O -0.606; O -0.942; N -0.672; C 0.419; C -0.354; C 0.098; H 0.076; H 0.179; H 0.224; H 0.157; H 0.091; H 0.331

=====

No. 3
This record from OMol25 describes a 2-piece molecular cluster, C3H6NO2 overall at a distorted geometry. The level of theory is ωB97M-V/def2-TZVPD.

Structure (XYZ):
```
12
Properties=species:S:1:pos:R:3:forces:R:3
O 2.898 1.066 0.222 -1.8 -2.9 -1.4
O 2.466 -0.946 -0.663 0.3 1.7 0.7
N 2.058 0.125 -0.153 1.2 0.8 0.7
C -0.648 1.131 -0.027 0.1 0.8 -0.7
C -0.407 0.042 0.880 0.8 0.0 1.7
C -0.916 -1.152 0.253 0.9 -1.0 -1.6
H -1.349 1.772 0.474 -0.7 0.6 0.3
H -1.138 -0.893 -0.799 0.2 -1.2 -0.2
H -1.818 -1.551 0.619 -1.6 0.1 1.2
H -0.289 -2.040 0.379 0.5 0.3 -0.2
H 0.221 1.746 -0.249 0.1 0.0 0.2
H -1.079 0.700 -0.936 -0.1 1.0 -0.7
```
Positions in Å, forces in eV/Å.

Properties
Total charge ... -1
E_HOMO ... -0.118 hartree

natural (NBO) atomic charges, in units of e: O -0.598; O -0.541; N 0.261; C -0.780; C 0.152; C -0.793; H 0.223; H 0.150; H 0.240; H 0.260; H 0.286; H 0.141

=====

No. 4
This record from OMol25 describes a 2-piece molecular cluster, C3H6NO2 overall at a distorted geometry. The level of theory is ωB97M-V/def2-TZVPD.

Structure (XYZ):
```
12
Properties=species:S:1:pos:R:3:forces:R:3
O -1.589 -0.065 -0.376 1.6 -0.5 -1.3
O 2.624 0.057 -0.592 -6.0 1.7 2.3
N 0.277 0.720 0.760 -0.5 -0.1 -2.1
C -1.228 0.438 0.818 -0.5 -0.3 4.9
C -0.372 -0.647 -0.874 -0.9 -1.9 -2.7
C 0.691 0.173 -0.339 5.4 1.5 2.4
H 0.026 -1.625 -0.382 -1.4 0.6 -0.8
H -1.348 -0.395 1.644 0.4 1.5 -1.2
H 2.485 -0.523 -1.310 0.3 -1.4 -1.9
H -1.786 1.345 1.185 0.5 -0.8 -0.9
H 0.760 1.275 1.468 0.3 -0.2 -0.4
H -0.540 -0.753 -2.002 0.8 0.0 1.7
```
Positions in Å, forces in eV/Å.

Properties
Total charge ... +1
E_HOMO ... -0.586 hartree

natural (NBO) atomic charges, in units of e: O -0.431; O -0.537; N -0.497; C 0.086; C -0.229; C 0.656; H 0.258; H 0.199; H 0.469; H 0.245; H 0.483; H 0.298

=====

No. 5
This record from OMol25 describes an isolated ion of composition C3H6NO2 and charge +1 at a distorted geometry. The level of theory is ωB97M-V/def2-TZVPD.

Structure (XYZ):
```
12
Properties=species:S:1:pos:R:3:forces:R:3
O 1.166 0.875 -0.018 2.6 -0.2 -0.2
O 2.825 -0.505 0.276 0.1 0.4 -0.6
N -0.976 -0.792 -0.069 4.2 -0.3 -1.8
C 1.707 -0.208 -0.341 2.1 -0.9 0.7
C -1.073 0.500 0.114 1.1 0.5 -0.9
C -0.061 1.377 -0.045 -4.2 2.2 0.7
H -0.168 -1.282 -0.427 -0.6 0.1 0.1
H 3.255 0.214 0.802 -0.7 -0.4 -0.2
H -1.669 -1.336 0.221 -3.5 -2.9 1.4
H -2.061 0.642 0.396 -1.6 1.9 0.5
H 1.540 -1.005 -1.116 -0.7 1.2 0.6
H -0.239 2.472 0.189 1.0 -1.7 -0.4
```
Positions in Å, forces in eV/Å.

Properties
Total charge ... +1
E_HOMO (alpha / beta) ... -0.488 / -0.488 hartree

natural (NBO) atomic charges, in units of e: O -0.358; O -0.591; N -0.713; C 0.635; C 0.044; C -0.062; H 0.374; H 0.539; H 0.404; H 0.240; H 0.229; H 0.259

=====

No. 6
This record from OMol25 describes an isolated ion of composition C3H6NO2 and charge +1 at a distorted geometry. The level of theory is ωB97M-V/def2-TZVPD.

Structure (XYZ):
```
12
Properties=species:S:1:pos:R:3:forces:R:3
O 2.223 -0.651 -0.894 2.4 -1.4 -1.4
O -1.595 -0.944 -0.948 -1.4 4.4 -2.9
N -0.192 1.509 0.603 -1.7 3.0 1.2
C 0.263 0.433 0.119 1.9 -4.5 -2.4
C -0.820 -0.729 0.126 1.2 -2.8 0.6
C 1.410 -0.070 -0.211 -1.7 0.8 1.7
H -1.336 -0.236 0.953 -0.7 -1.5 0.7
H 2.918 -1.147 -0.377 -0.5 0.3 -0.4
H -0.940 1.357 1.262 -0.1 1.0 0.2
H -0.499 -1.830 0.054 0.8 1.6 2.5
H -1.804 -0.008 -1.282 -0.5 -2.0 -0.1
H 0.371 2.317 0.596 0.2 1.2 0.4
```
Positions in Å, forces in eV/Å.

Properties
Total charge ... +1
E_HOMO ... -0.526 hartree

natural (NBO) atomic charges, in units of e: O -0.492; O -0.630; N -0.726; C 0.044; C -0.032; C 0.549; H 0.167; H 0.546; H 0.413; H 0.258; H 0.476; H 0.428

=====

No. 7
This record from OMol25 describes an isolated ion of composition C3H6NO2S and charge +1 at a distorted geometry. The level of theory is ωB97M-V/def2-TZVPD.

Structure (XYZ):
```
13
Properties=species:S:1:pos:R:3:forces:R:3
S 1.698 -1.661 0.177 0.9 0.7 1.0
O 3.026 0.724 -0.929 -2.2 -0.8 -0.5
O 3.209 0.634 0.469 2.0 0.4 3.5
N 0.872 0.872 0.395 -0.2 3.6 3.4
C 0.121 -1.171 -0.582 1.0 -1.1 1.7
C -0.328 0.006 0.282 -0.9 -0.9 -1.7
C 2.087 0.035 0.335 0.7 -0.7 -3.8
H 0.929 1.444 1.414 -0.4 -2.0 -3.0
H -0.427 -2.120 -0.531 -0.6 0.8 -0.2
H 0.952 1.694 -0.271 -0.1 -1.3 0.3
H -1.192 0.430 -0.204 0.1 1.1 -0.3
H 0.484 -0.933 -1.547 -0.7 0.5 -1.3
H -0.712 -0.305 1.223 0.3 -0.3 1.0
```
Positions in Å, forces in eV/Å.

Properties
Total charge ... +1
E_HOMO ... -0.532 hartree

natural (NBO) atomic charges, in units of e: S 0.428; O -0.282; O -0.247; N -0.596; C -0.527; C -0.254; C 0.438; H 0.487; H 0.285; H 0.497; H 0.266; H 0.251; H 0.254

=====

No. 8
This record from OMol25 describes a 2-piece molecular cluster, C3H6NO2S overall at a distorted geometry. The level of theory is ωB97M-V/def2-TZVPD.

Structure (XYZ):
```
13
Properties=species:S:1:pos:R:3:forces:R:3
S 2.221 -0.474 0.367 2.9 0.2 1.9
O 0.903 -0.336 0.876 -2.2 -0.4 0.6
O 2.500 1.003 -0.586 0.3 -1.1 0.2
N 0.222 1.308 -0.963 -0.1 -1.6 -0.5
C 1.464 1.685 -0.924 0.0 3.5 1.1
C -2.369 -1.630 0.541 -0.8 0.4 0.6
C -0.669 0.530 -1.145 -0.5 0.8 0.1
H -3.314 -1.477 1.079 0.8 0.1 0.4
H 2.999 0.013 1.598 -0.6 -0.5 -2.3
H -1.380 -1.664 1.034 -0.9 -0.1 -0.6
H -2.648 -1.905 -0.460 0.9 -0.3 -0.5
H 1.634 2.788 -0.821 -0.2 -0.9 -0.9
H -1.563 0.159 -0.596 0.2 -0.2 -0.2
```
Positions in Å, forces in eV/Å.

Properties
Total charge ... +1
E_HOMO (alpha / beta) ... -0.468 / -0.519 hartree

natural (NBO) atomic charges, in units of e: S 1.378; O -0.901; O -0.591; N -0.397; C 0.456; C -0.518; C 0.413; H 0.196; H 0.086; H 0.201; H 0.181; H 0.234; H 0.263

=====

No. 9
This record from OMol25 describes a 2-piece molecular cluster, C3H6NO3 overall. The level of theory is ωB97M-V/def2-TZVPD.

Structure (XYZ):
```
13
Properties=species:S:1:pos:R:3:forces:R:3
O 0.850 -0.706 -0.130 -0.1 0.0 -0.2
O -2.498 -1.391 2.820 0.1 -0.2 0.2
O -0.025 1.258 -0.755 -0.2 -0.1 -0.2
N -1.947 -0.114 1.017 -0.1 -0.2 0.2
C 2.086 0.608 -1.676 -0.4 0.2 -0.1
C -1.712 -1.056 1.943 0.1 0.3 -0.6
C 0.850 0.358 -0.797 0.3 -0.1 0.7
H -0.713 -1.494 1.771 -0.1 -0.1 0.3
H -1.209 0.153 0.358 0.0 0.3 0.0
H 2.219 -0.244 -2.338 0.1 -0.1 -0.1
H 1.948 1.529 -2.245 0.1 -0.1 -0.1
H -2.814 0.398 1.072 0.2 0.0 -0.1
H 2.966 0.702 -1.041 0.0 -0.1 0.0
```
Positions in Å, forces in eV/Å.

Properties
Total charge ... -1
E_HOMO ... -0.173 hartree

natural (NBO) atomic charges, in units of e: O -0.799; O -0.693; O -0.795; N -0.826; C -0.728; C 0.513; C 0.763; H 0.135; H 0.457; H 0.202; H 0.197; H 0.370; H 0.204

=====

No. 10
This record from OMol25 describes an isolated ion of composition C3H6NO3 and charge +1 at a distorted geometry. The level of theory is ωB97M-V/def2-TZVPD.

Structure (XYZ):
```
13
Properties=species:S:1:pos:R:3:forces:R:3
O 0.465 0.610 1.998 -0.5 1.7 -0.2
O 0.385 -1.777 -0.608 0.1 -0.7 -1.2
O 1.051 -1.525 2.044 0.0 -0.5 -0.5
N -0.834 0.839 -1.728 3.7 -1.2 0.5
C -0.389 0.451 -0.341 -0.7 4.0 -0.4
C 0.170 -0.669 0.015 0.3 0.8 1.8
C 0.604 -0.576 1.467 0.7 -1.4 1.1
H -1.766 1.116 -1.712 -2.8 -0.8 -0.6
H -0.368 1.284 0.438 -0.5 -1.2 -1.8
H -0.436 1.698 -2.101 1.0 0.4 0.5
H 0.999 -2.292 -0.075 0.2 -0.7 0.4
H -0.398 0.113 -2.349 -1.8 0.4 0.0
H 0.516 0.727 2.952 0.4 -0.8 0.3
```
Positions in Å, forces in eV/Å.

Properties
Total charge ... +1
E_HOMO ... -0.543 hartree

natural (NBO) atomic charges, in units of e: O -0.687; O -0.612; O -0.528; N -0.690; C -0.184; C 0.241; C 0.735; H 0.451; H 0.285; H 0.443; H 0.530; H 0.473; H 0.542

=====

Computed values of energy (unit: Eh) for the preceding records, in sequence: -323.1729 -323.0900 -322.9489 -322.7108 -322.7860 -322.7229 -720.8730 -720.7939 -398.4920 -398.0960.
Computed values of relative energy (zero: lowest compared OMol25 entry of this formula, charge and spin) (unit: eV) for the preceding records, in sequence: 1.235 3.490 7.330 4.573 2.527 4.244 5.395 7.547 0.056 1.221.